A structure of composition C20H42O3P4Re in a non-equilibrium geometry, computed with wB97M-V/def2-TZVPD.

Geometry as XYZ:
```
70
Properties=species:S:1:pos:R:3
P 2.64 -0.33 -0.34
C 3.39 -0.43 1.30
H 4.46 -0.62 1.15
H 2.96 -1.27 1.85
H 3.26 0.50 1.86
C 2.98 -2.01 -0.99
H 3.18 -1.99 -2.07
H 2.09 -2.64 -0.78
H 3.84 -2.42 -0.44
C 3.64 1.01 -1.06
H 4.64 0.59 -1.21
H 3.71 1.81 -0.30
H 3.25 1.42 -1.99
P -0.83 2.95 -1.12
C -1.02 3.79 0.46
H -1.37 4.79 0.19
H -0.08 3.86 0.99
H -1.76 3.30 1.10
C 0.43 4.06 -1.92
H 0.31 4.05 -3.01
H 1.45 3.71 -1.67
H 0.30 5.07 -1.52
C -2.59 3.11 -1.65
H -2.73 4.13 -2.03
H -3.23 2.93 -0.77
H -2.87 2.39 -2.43
P -2.07 -1.67 -0.21
C -2.81 -2.04 1.37
H -3.58 -2.79 1.17
H -3.27 -1.15 1.81
H -2.05 -2.45 2.05
C -3.51 -1.36 -1.28
H -4.34 -1.91 -0.81
H -3.34 -1.74 -2.30
H -3.75 -0.28 -1.31
C -1.02 -3.10 -0.53
H -1.71 -3.95 -0.65
H -0.38 -3.27 0.34
H -0.41 -3.01 -1.43
Re -0.11 0.53 -1.47
C 0.84 1.36 0.13
O 1.14 1.81 1.17
C -1.54 0.50 -0.01
O -2.08 0.87 0.99
C -1.40 0.26 -3.17
C -0.82 -1.01 -3.01
C 0.55 -1.19 -3.01
C 1.39 -0.08 -3.13
C 0.86 1.21 -3.31
C -0.54 1.37 -3.38
H -2.47 0.39 -3.14
H -1.47 -1.88 -2.97
H 0.99 -2.18 -2.88
H 2.47 -0.24 -3.17
H 1.52 2.06 -3.42
H -0.97 2.35 -3.60
C 1.68 -0.49 4.26
P 0.27 -1.30 3.47
C 0.33 -3.08 3.78
C -1.20 -0.57 4.21
O 0.28 -1.11 1.97
H 1.82 0.52 3.84
H 2.60 -1.09 4.13
H 1.47 -0.42 5.34
H 0.18 -3.35 4.83
H -0.44 -3.57 3.17
H 1.32 -3.44 3.47
H -1.16 0.52 4.09
H -2.10 -0.95 3.71
H -1.21 -0.83 5.27
```

Output
- Net charge: +4
- Lowest unoccupied orbital energy (spin up / spin down): -13.26 / -16.28 eV
- ΔE to the lowest compared entry with this formula, charge and spin: 35.7 kcal per mole
- Largest force on an atom: 5.4 eV/Å
- Multiplicity: 4

Here is what Mulliken gives for the atomic charges, in e: 0.858, -1.187, 0.565, 0.247, 0.446, -1.226, 0.485, 0.224, 0.532, -1.252, 0.525, 0.405, 0.298, 0.297, -1.395, 0.562, 0.495, 0.428, -1.073, 0.447, 0.312, 0.482, -1.235, 0.500, 0.413, 0.388, 0.873, -1.044, 0.582, 0.493, 0.046, -1.311, 0.591, 0.437, 0.335, -0.838, 0.555, 0.120, 0.329, 2.566, -0.338, -0.209, -0.243, -0.288, -0.802, -1.362, -1.040, -1.188, -0.729, -1.624, 0.829, 1.434, 0.779, 1.259, 0.740, 1.416, -1.014, 0.940, -1.053, -0.924, -1.070, 0.270, 0.369, 0.479, 0.436, 0.284, 0.370, 0.314, 0.213, 0.475